Entry 1:
122
Properties=species:S:1:pos:R:3:forces:R:3 method="wB97M-V/def2-TZVPD" homo_lumo_gap_ha=0.2018 charge=0
Tl 0.562866 0.753711 -0.143801 0.53 0.17 0.28
O 1.954177 3.217664 -0.806676 -0.08 -0.06 -0.03
C 3.073069 3.348975 -1.634869 0.05 0.23 -0.27
C 3.595612 2.049647 -2.203867 -0.04 0.01 0.01
C 4.697984 2.068567 -3.061276 -0.06 -0.02 -0.01
C 5.120930 0.889800 -3.640313 -0.02 0.04 -0.02
C 4.432677 -0.282902 -3.352551 -0.01 -0.04 -0.01
C 3.367689 -0.204580 -2.478569 0.18 -0.06 0.13
N 2.956504 0.925101 -1.909463 -0.02 0.09 0.04
H 2.331522 3.167012 0.103394 -0.08 -0.02 0.20
H 3.891312 3.852002 -1.106650 -0.03 -0.07 0.02
H 2.787316 3.990668 -2.476631 0.05 -0.02 -0.04
H 5.196938 3.006635 -3.269476 0.02 0.00 0.01
H 5.965403 0.876582 -4.317478 0.02 0.03 0.01
H 4.710906 -1.225973 -3.803893 0.01 -0.02 0.05
H 2.798544 -1.085215 -2.214494 0.01 -0.20 0.05
Br -0.230785 0.359553 8.091336 0.03 0.05 -0.12
C -0.339521 1.008066 6.309256 -0.15 -0.01 0.26
C 0.303170 0.330097 5.294878 0.16 0.08 -0.06
C 0.190292 0.800450 3.996410 -0.37 0.10 -0.08
C -0.584542 1.925537 3.699757 0.18 -0.17 0.82
C -1.200454 2.606966 4.757763 0.06 0.04 -0.21
C -1.088008 2.150367 6.054812 0.11 -0.07 0.06
N -0.716214 2.266918 2.348639 0.17 0.37 -0.79
C -1.595460 3.091012 1.954334 -0.02 -0.32 0.29
C -1.922703 3.351904 0.544434 -0.29 0.13 -0.82
C -3.089351 4.083545 0.305792 0.20 -0.13 0.26
C -3.514905 4.301793 -0.991033 -0.07 0.03 -0.12
C -2.755746 3.802236 -2.030219 -0.07 0.04 0.05
C -1.617562 3.075745 -1.712027 0.36 -0.15 -0.06
N -1.200223 2.842616 -0.475663 -0.39 0.17 0.74
H 0.912697 -0.537838 5.505558 -0.06 -0.03 0.02
H 0.658313 0.249402 3.196784 0.21 0.10 -0.20
H -1.759048 3.515742 4.574725 0.01 -0.02 0.05
H -1.565529 2.679188 6.867722 0.00 -0.01 0.00
H -2.285329 3.575934 2.653327 0.06 0.08 -0.06
H -3.667016 4.450754 1.144357 0.02 0.04 -0.01
H -4.432014 4.842191 -1.185266 0.03 0.05 0.01
H -3.036989 3.964249 -3.061139 0.02 -0.07 -0.02
H -0.998068 2.652421 -2.497208 -0.03 0.01 -0.04
C 3.363873 -3.912347 -0.605962 0.06 -0.01 0.19
C 3.468101 -3.498418 0.864132 -0.07 0.26 -0.16
C 3.839159 -2.032639 1.091046 0.08 -0.06 -0.20
C 2.271179 -3.832261 1.736972 0.01 0.04 0.05
C 2.608923 -4.507220 2.906128 -0.06 -0.14 0.02
C 1.672044 -4.874113 3.849476 -0.02 -0.02 -0.06
C 0.355334 -4.556837 3.604381 0.04 -0.14 0.05
C -0.048362 -3.856965 2.470049 -0.15 -0.06 -0.17
C -1.546709 -3.539466 2.488000 0.07 0.27 -0.09
C -2.304838 -3.429525 1.165276 0.08 -0.04 0.15
C -1.731903 -2.293985 3.371023 -0.09 -0.22 -0.01
C 0.920700 -3.462521 1.516511 0.19 -0.36 0.67
N 0.516219 -2.661000 0.414259 -0.23 0.55 -0.36
C 0.099720 -3.195793 -0.656582 0.36 -0.29 0.49
C -0.585517 -2.484981 -1.832402 -0.36 0.34 -0.72
N -0.724894 -1.233383 -2.034452 0.24 -0.42 0.66
C -1.602769 -0.769018 -3.054676 -0.60 0.44 -0.54
C -2.985665 -0.672680 -2.753735 0.34 -0.11 0.24
C -3.865949 -0.143345 -3.687541 -0.01 0.04 -0.08
C -3.434428 0.315094 -4.914317 -0.04 -0.09 0.02
C -2.093664 0.202028 -5.214817 -0.04 -0.01 -0.09
C -1.166277 -0.340401 -4.329667 0.08 -0.06 0.09
C 0.257892 -0.345265 -4.853764 0.16 0.06 0.27
C 1.075321 -1.609902 -4.594106 -0.13 0.07 -0.11
C 0.939173 0.926572 -4.343870 0.04 -0.03 -0.18
C -3.587995 -1.150062 -1.443739 -0.12 0.10 -0.09
C -4.405686 -0.028586 -0.794893 0.12 -0.09 0.04
C -4.464081 -2.386073 -1.678011 0.17 -0.02 0.08
C -1.072962 -3.566780 -2.719630 -0.12 -0.33 -0.13
C -1.748710 -3.571192 -3.915984 0.01 0.08 0.06
C -2.015399 -4.808385 -4.540863 -0.01 -0.11 -0.03
C -1.617461 -6.005674 -4.001332 -0.03 -0.04 -0.04
C -0.905020 -6.036594 -2.779869 0.05 0.19 0.11
C -0.407616 -7.174449 -2.101816 -0.01 -0.05 0.01
C 0.273086 -7.030078 -0.919195 -0.05 -0.11 -0.09
C 0.508868 -5.769757 -0.326282 0.01 0.06 0.10
C 0.042630 -4.645635 -0.961078 -0.08 -0.29 -0.21
C -0.656931 -4.799175 -2.174778 -0.01 0.06 -0.01
H 4.296294 -3.669076 -1.117756 -0.01 0.03 -0.03
H 2.544462 -3.427559 -1.127266 0.02 0.15 -0.10
H 3.211769 -4.991034 -0.678382 0.00 0.02 -0.07
H 4.297147 -4.086836 1.265495 -0.05 -0.03 0.02
H 3.025810 -1.373087 0.798096 -0.06 0.19 -0.07
H 4.731552 -1.762118 0.527603 0.00 0.08 -0.09
H 4.053791 -1.860115 2.145851 -0.07 0.06 0.00
H 3.648967 -4.762761 3.065928 0.01 0.02 -0.01
H 1.957726 -5.406661 4.746459 0.02 0.00 0.00
H -0.399403 -4.866523 4.318183 -0.06 0.06 -0.01
H -2.014505 -4.374778 3.016524 0.07 -0.01 -0.02
H -2.035742 -2.547674 0.587411 -0.02 -0.07 0.05
H -3.376306 -3.384227 1.369674 0.00 0.03 0.01
H -2.121579 -4.308136 0.547388 -0.04 -0.01 -0.09
H -1.049914 -1.503205 3.058066 -0.02 0.07 0.01
H -1.479890 -2.532991 4.404477 0.01 0.08 0.02
H -2.764003 -1.933070 3.347851 0.03 0.04 -0.01
H -4.919831 -0.093242 -3.447466 0.01 0.00 0.03
H -4.134299 0.730688 -5.627214 0.02 0.01 -0.02
H -1.738001 0.535470 -6.182668 0.03 -0.01 0.00
H 0.181648 -0.258404 -5.941257 -0.04 0.00 0.03
H 1.216384 -1.796478 -3.535361 0.09 -0.02 0.04
H 2.057900 -1.500592 -5.054673 0.02 -0.03 0.01
H 0.582249 -2.477679 -5.035256 0.05 -0.03 0.02
H 0.876316 0.984784 -3.259225 0.09 0.03 0.07
H 0.450103 1.808315 -4.763082 -0.04 0.00 0.02
H 1.990461 0.952029 -4.634428 0.05 0.04 0.07
H -2.778218 -1.418720 -0.769006 -0.09 0.11 -0.03
H -5.241577 0.267208 -1.430466 -0.02 -0.02 0.04
H -3.772736 0.838527 -0.622787 0.00 0.12 0.05
H -4.808462 -0.348824 0.166915 0.02 -0.03 0.02
H -5.300887 -2.143707 -2.334889 -0.04 -0.01 0.00
H -4.865415 -2.758266 -0.733538 -0.03 0.03 0.01
H -3.892782 -3.190134 -2.142613 -0.02 -0.05 -0.02
H -2.072909 -2.654564 -4.387244 -0.06 -0.17 -0.02
H -2.552970 -4.801800 -5.480091 -0.01 -0.02 0.00
H -1.848573 -6.933691 -4.509629 0.01 -0.01 -0.02
H -0.568096 -8.160154 -2.520944 0.01 -0.01 0.00
H 0.647063 -7.911484 -0.414602 0.00 0.00 0.00
H 1.049710 -5.721214 0.608595 -0.05 -0.04 -0.09
O -1.988861 0.107340 1.196512 -0.27 -0.18 -0.37
H -2.033623 0.630222 2.002417 0.10 -0.15 0.04
H -1.915855 -0.812577 1.467584 -0.04 0.06 0.12
I 3.891147 2.826524 1.854983 -0.14 -0.18 0.08



Entry 2:
71
Properties=species:S:1:pos:R:3:forces:R:3 method="wB97M-V/def2-TZVPD" homo_lumo_gap_ha="0.1702 / 0.1957" spin_multiplicity=6 charge=-2
Ru -0.116168 1.111004 0.962252 -0.07 0.07 0.67
O -2.967121 3.414914 -1.194223 -0.34 0.31 -0.12
C -1.908457 2.802697 -1.082834 0.09 -0.04 -0.07
O -1.760200 1.711342 -0.445551 0.41 -0.36 -0.11
C -0.687811 3.366943 -1.839236 -0.25 0.14 -0.14
C 0.286165 2.292640 -2.312146 -0.05 -0.28 0.04
C 1.209065 2.846015 -3.404822 -0.09 -0.02 -0.16
C 2.149677 3.749952 -2.578824 0.12 0.08 0.04
C 1.587737 3.547403 -1.165994 0.11 0.03 0.18
O 1.191935 2.171852 -1.203170 0.06 -0.22 0.02
C 0.249868 4.286337 -1.004877 0.09 0.22 0.15
C -0.051763 4.444996 0.503542 0.04 0.00 -0.33
O -0.029126 5.585978 0.961888 -0.01 0.52 0.03
O -0.224398 3.385847 1.168143 -0.11 -0.49 0.08
H -1.092807 3.925566 -2.690895 0.03 -0.07 0.14
H -0.164800 1.322809 -2.503077 0.02 0.01 -0.01
H 0.652573 3.389967 -4.171478 0.02 -0.03 0.02
H 1.761405 2.037226 -3.887041 -0.01 -0.02 -0.01
H 2.118145 4.796898 -2.880021 0.01 0.03 -0.01
H 3.184587 3.403724 -2.636407 -0.03 0.02 0.02
H 2.290257 3.695258 -0.347984 -0.01 0.01 -0.02
H 0.302260 5.295530 -1.425668 0.00 -0.16 0.07
S 1.821453 -0.493950 1.380199 -0.09 -0.04 -0.14
C 2.093128 -0.538481 3.110612 -0.08 0.12 -0.03
C 2.841912 -1.578588 3.662382 0.00 -0.05 -0.02
C 3.082832 -1.663424 5.023522 0.02 0.02 0.07
C 2.560861 -0.687142 5.866994 0.05 -0.12 0.05
C 1.818146 0.349955 5.335233 -0.01 0.04 -0.03
C 1.575809 0.464192 3.960699 -0.02 -0.05 -0.12
S 0.713518 1.835292 3.324867 0.08 0.05 -0.07
H 3.233950 -2.334340 2.992581 0.02 -0.05 -0.03
H 3.666807 -2.484750 5.422199 0.02 -0.03 0.02
H 2.726454 -0.740131 6.937368 0.01 0.00 0.03
H 1.405930 1.110676 5.983531 -0.04 0.08 0.07
C -3.202854 -2.654408 1.370966 -0.04 0.14 -0.14
Si -3.370474 -0.771125 1.619359 -0.01 -0.04 -0.01
C -4.232103 -0.061244 0.103165 -0.03 -0.16 0.09
C -4.633427 -0.626587 3.043451 0.08 -0.03 -0.17
C -1.800987 0.045702 2.080472 0.24 0.28 0.08
H -4.131800 -3.149394 1.660524 -0.09 -0.06 0.02
H -2.398253 -3.064511 1.977746 0.13 -0.04 0.10
H -3.002836 -2.912405 0.328676 0.01 0.03 0.09
H -5.302144 -0.290934 0.111508 -0.03 -0.04 -0.01
H -3.801062 -0.454265 -0.817975 0.04 -0.04 -0.08
H -4.090606 1.014207 0.056126 -0.01 0.19 0.02
H -5.577395 -1.117789 2.795227 -0.09 -0.05 -0.02
H -4.841587 0.418519 3.265271 -0.03 0.16 0.01
H -4.238618 -1.079923 3.951929 0.06 -0.07 0.11
H -1.251227 -0.497607 2.861701 -0.14 0.01 -0.08
H -2.064525 1.030875 2.509565 -0.05 -0.18 0.02
C -1.573793 -2.378984 -1.961278 -0.13 -0.01 0.04
N -0.155109 -2.578197 -2.136398 -0.05 -0.29 -0.06
C 0.277531 -3.694633 -2.935037 -0.03 -0.01 -0.01
C 1.668767 -4.104690 -2.496016 0.04 0.01 -0.10
C 2.590877 -2.910863 -2.653156 0.00 -0.04 -0.06
N 2.017388 -1.717693 -2.071681 0.03 -0.11 -0.01
C 2.965859 -0.681117 -1.731678 0.03 0.19 -0.02
C 0.697528 -1.579805 -1.729461 -0.03 -0.27 -0.08
O 0.257520 -0.627228 -1.118079 0.09 0.68 -0.04
H -2.020153 -3.267583 -1.504477 0.02 0.06 -0.07
H -2.067931 -2.192036 -2.922033 -0.02 0.02 -0.01
H -1.732743 -1.519610 -1.310938 0.01 -0.10 -0.06
H 0.275585 -3.450234 -4.010649 0.00 -0.02 0.01
H -0.438053 -4.509750 -2.790585 0.05 0.01 0.00
H 2.036699 -4.944644 -3.091046 -0.01 0.03 0.02
H 1.632629 -4.408104 -1.448919 0.00 -0.01 0.03
H 2.810866 -2.742994 -3.721783 -0.01 -0.03 0.09
H 3.550123 -3.101443 -2.158543 -0.05 -0.01 -0.01
H 3.599005 -0.993958 -0.897743 0.00 0.05 -0.02
H 2.436963 0.223989 -1.438563 0.03 -0.05 0.01
H 3.588529 -0.473759 -2.611391 -0.01 0.03 0.03



What energy relative to the best compared isomer or geometry (same formula, charge and spin) values result from the calculations? In sequence: 8.5; 18.7 kcal/mol.